6 unconnected molecules or ions with the total composition C6H22ClO12, computed with ωB97M-V/def2-TZVPD.

```
41
C6H22ClO12 ωB97M-V/def2-TZVPD
Cl 7.9306 0.6794 25.9227
O 10.5188 3.3283 25.5440
O 13.3170 3.9204 25.8030
O 6.6600 0.9594 26.5513
O 6.3728 2.5973 31.1494
O 6.2878 2.3625 22.0708
O 8.9969 1.0682 26.8363
O 6.1873 3.2873 19.3853
O 8.0505 1.4564 24.7141
O 8.0297 -0.7271 25.6376
O 4.9297 3.1008 25.4021
O 5.6608 -2.1382 27.0353
O 8.4245 1.2963 29.6561
C 7.3080 0.5971 30.1717
C 5.2585 2.3951 19.9909
C 6.0919 1.4818 30.3257
C 12.7333 3.0572 24.8421
C 11.5219 2.3495 25.3795
C 5.0709 2.6879 21.4409
H 6.1057 -2.9892 27.0110
H 5.6267 1.3667 19.8906
H 4.8096 3.7451 21.5746
H 12.5946 4.2325 26.3596
H 7.0551 -0.2597 29.5355
H 6.3345 -1.5177 26.7240
H 8.3873 1.2150 28.6929
H 11.7687 1.9043 26.3567
H 4.3103 2.4515 19.4574
H 7.0150 3.1562 19.8612
H 4.2221 2.1035 21.8291
H 9.7107 2.8826 25.8285
H 5.6875 1.8100 29.3631
H 5.3190 2.2217 25.3119
H 5.6560 3.7052 25.2273
H 6.2831 2.6125 22.9995
H 7.5630 0.2307 31.1704
H 13.4915 2.3519 24.4987
H 12.4274 3.6376 23.9564
H 5.3346 0.8780 30.8357
H 6.9745 3.1630 30.6554
H 11.1962 1.5281 24.7331
```

Values from the calculation:
Gap between HOMO and LUMO = 10.0 eV
Largest force on an atom = 0.0145 hartree/bohr
HOMO level = -0.2630 Ha
ΔE to the lowest compared entry with this formula, charge and spin = 0.0 kcal/mol
Total energy = -1604.6902 Ha
Net charge = -1